*i*
Density functional theory data (ωB97M-V/def2-TZVPD) for a 2-piece molecular cluster, C5H14N4 overall.

multiplicity: 1
E_LUMO: -8.09 eV
Kohn-Sham gap: 10.3 eV
net charge: +2

Positions of all 23 atoms, in Å:
C  0.488  1.318  0.957
C  1.146  0.452  1.704
C  -0.469  1.018  -0.834
C  -1.437  -0.342  -2.646
C  -0.605  -0.351  -1.366
N  1.996  0.748  2.763
N  -0.637  2.051  -1.577
N  1.220  -1.041  1.576
N  -0.120  -1.592  1.622
H  0.226  2.371  1.097
H  -1.449  0.609  -3.141
H  -2.373  -0.577  -2.282
H  -1.082  -1.060  -3.462
H  0.350  -0.734  -1.613
H  -0.813  -1.007  -0.593
H  2.639  1.508  2.721
H  1.404  0.801  3.588
H  -0.395  2.961  -1.178
H  -0.983  1.856  -2.489
H  1.819  -1.257  0.684
H  1.823  -1.375  2.315
H  -0.153  -2.538  1.257
H  -0.633  -1.368  2.455

*ii*
Density functional theory data (ωB97M-V/def2-TZVPD) for C5H14N4 as an isolated structure.

multiplicity: 1
E_LUMO: -6.78 eV
Kohn-Sham gap: 10.0 eV
net charge: +2

Positions of all 23 atoms, in Å:
C  -3.178  -0.526  1.328
C  -0.013  -1.536  -0.700
C  -2.261  0.035  0.525
C  0.194  -0.510  0.075
C  2.743  0.971  -0.204
N  3.823  0.124  -0.026
N  -0.911  0.259  0.515
N  -2.694  0.690  -1.153
N  1.494  -0.200  0.675
H  -4.235  -0.525  1.058
H  -2.788  -0.655  2.375
H  0.697  -2.278  -0.888
H  -0.995  -1.688  -0.928
H  2.595  1.684  0.561
H  2.359  1.012  -1.199
H  4.291  0.115  0.877
H  4.198  -0.467  -0.767
H  -0.648  1.041  1.147
H  -3.651  1.041  -1.305
H  -1.969  1.312  -1.515
H  -2.456  -0.167  -1.622
H  2.094  -1.023  0.737
H  1.430  0.064  1.616

It is *i* that is the least stable of them.

*i*
Density functional theory data (ωB97M-V/def2-TZVPD) for C33H50Cl5N7O4S2ScSi2Te as an isolated structure.

multiplicity: 1
E_LUMO: -1.97 eV
Kohn-Sham gap: 8.2 eV
net charge: +1

Positions of all 105 atoms, in Å:
Sc  0.100  0.207  -0.305
C  4.554  1.332  -0.484
C  3.230  0.644  -0.585
N  2.358  0.613  0.355
O  2.678  1.402  1.446
C  2.874  -0.069  -1.818
C  3.900  -0.497  -2.813
N  1.619  -0.376  -1.931
O  1.254  -1.186  -2.883
H  4.716  1.743  0.505
H  4.608  2.135  -1.224
H  5.352  0.626  -0.719
H  2.150  0.984  2.166
H  4.481  -1.350  -2.448
H  4.602  0.309  -3.030
H  3.398  -0.801  -3.728
Cl  -7.107  1.924  -0.191
C  -5.508  1.368  0.112
C  -5.088  0.127  -0.364
Cl  -6.170  -0.851  -1.275
C  -3.788  -0.311  -0.140
Cl  -3.262  -1.831  -0.755
C  -2.849  0.480  0.551
O  -1.609  0.095  0.694
C  -3.314  1.707  1.053
Cl  -2.215  2.689  1.961
C  -4.613  2.150  0.833
Cl  -5.105  3.680  1.442
N  -1.243  -0.751  -3.785
C  -1.805  0.112  -2.959
N  -3.031  0.626  -3.234
O  -1.200  0.536  -1.931
H  -1.731  -1.103  -4.589
H  -0.272  -1.045  -3.535
H  -3.630  0.149  -3.886
H  -3.490  1.074  -2.456
C  -2.386  -2.565  2.808
Si  -1.546  -4.160  2.306
C  -2.505  -5.097  1.004
C  -1.327  -5.261  3.801
C  0.185  -3.757  1.668
Te  0.318  -2.835  -0.250
C  2.391  -3.287  -0.490
Si  2.658  -4.890  -1.447
C  1.842  -4.720  -3.117
C  4.502  -5.137  -1.636
C  1.904  -6.305  -0.485
H  -3.472  -2.678  2.878
H  -2.159  -1.769  2.096
H  -2.013  -2.244  3.786
H  -3.551  -5.196  1.306
H  -2.098  -6.106  0.887
H  -2.486  -4.617  0.025
H  -2.298  -5.511  4.240
H  -0.728  -4.770  4.573
H  -0.831  -6.199  3.535
H  0.749  -4.686  1.546
H  0.712  -3.129  2.387
H  2.810  -3.303  0.518
H  2.831  -2.443  -1.023
H  2.061  -3.742  -3.556
H  0.755  -4.812  -3.039
H  2.195  -5.496  -3.802
H  4.946  -4.321  -2.215
H  4.723  -6.071  -2.160
H  5.002  -5.173  -0.664
H  0.829  -6.162  -0.343
H  2.369  -6.419  0.499
H  2.038  -7.248  -1.023
C  -1.480  1.450  5.692
N  -0.914  0.825  4.509
C  0.286  0.259  4.438
N  1.060  0.281  5.529
S  0.816  -0.507  3.011
H  -2.428  1.903  5.419
H  -0.830  2.240  6.072
H  -1.662  0.719  6.482
H  -1.474  0.759  3.672
H  0.742  0.636  6.414
H  1.944  -0.195  5.484
N  0.223  2.394  -0.268
S  0.188  3.268  -1.596
C  1.479  4.494  -1.445
C  2.440  4.346  -0.459
C  3.473  5.275  -0.390
C  3.537  6.320  -1.299
C  2.568  6.446  -2.290
C  1.533  5.530  -2.371
C  -1.266  4.291  -1.515
C  -1.420  5.243  -0.515
C  -2.634  5.896  -0.393
C  -3.677  5.599  -1.267
C  -3.508  4.656  -2.270
C  -2.295  3.990  -2.397
H  0.157  2.947  0.581
H  2.390  3.518  0.239
H  4.228  5.176  0.380
H  4.343  7.040  -1.240
H  2.620  7.261  -3.001
H  0.772  5.628  -3.136
H  -0.601  5.469  0.159
H  -2.773  6.636  0.384
H  -4.625  6.111  -1.165
H  -4.319  4.434  -2.952
H  -2.155  3.234  -3.161

*ii*
Density functional theory data (ωB97M-V/def2-TZVPD) for C33H50Cl5N7O4S2ScSi2Te as an isolated structure.

multiplicity: 1
E_LUMO: -1.98 eV
Kohn-Sham gap: 8.0 eV
net charge: +1

Positions of all 105 atoms, in Å:
Sc  -0.518  0.499  0.614
C  3.215  -2.970  3.089
C  2.668  -1.942  2.135
N  2.768  -1.969  0.862
O  3.408  -3.106  0.390
C  1.937  -0.774  2.696
C  2.344  -0.203  4.016
N  0.972  -0.324  2.006
O  0.236  0.728  2.457
H  3.489  -3.876  2.564
H  2.478  -3.207  3.858
H  4.102  -2.585  3.600
H  3.464  -2.931  -0.557
H  3.429  -0.091  4.058
H  2.052  -0.867  4.833
H  1.868  0.760  4.167
Cl  -2.402  7.231  2.978
C  -1.843  5.837  2.145
C  -2.473  4.611  2.331
Cl  -3.818  4.469  3.388
C  -2.008  3.495  1.653
Cl  -2.769  1.946  1.848
C  -0.916  3.544  0.782
O  -0.491  2.470  0.142
C  -0.303  4.793  0.602
Cl  1.027  4.868  -0.492
C  -0.755  5.922  1.273
Cl  0.028  7.429  1.023
N  -2.317  1.968  -2.014
C  -2.508  0.662  -1.798
N  -3.170  -0.073  -2.718
O  -2.102  0.114  -0.747
H  -2.649  2.434  -2.838
H  -1.720  2.459  -1.358
H  -3.299  0.302  -3.643
H  -2.973  -1.063  -2.674
C  0.355  -5.421  -1.348
Si  -1.333  -5.651  -0.550
C  -1.159  -6.588  1.054
C  -2.488  -6.584  -1.704
C  -2.085  -3.958  -0.202
Te  -0.646  -2.731  0.801
C  -2.108  -1.708  2.002
Si  -2.317  -2.432  3.732
C  -0.680  -2.269  4.618
C  -3.628  -1.429  4.612
C  -2.838  -4.222  3.567
H  0.531  -6.176  -2.122
H  1.148  -5.528  -0.601
H  0.469  -4.433  -1.808
H  -0.654  -7.544  0.884
H  -2.129  -6.800  1.512
H  -0.558  -6.017  1.768
H  -2.092  -7.581  -1.921
H  -2.647  -6.075  -2.662
H  -3.474  -6.710  -1.247
H  -2.929  -4.073  0.485
H  -2.430  -3.441  -1.100
H  -3.031  -1.736  1.420
H  -1.865  -0.648  2.145
H  -0.377  -1.217  4.637
H  0.102  -2.851  4.123
H  -0.764  -2.618  5.652
H  -3.345  -0.374  4.667
H  -3.774  -1.787  5.635
H  -4.591  -1.494  4.096
H  -2.106  -4.803  2.997
H  -3.810  -4.306  3.069
H  -2.932  -4.685  4.554
C  -0.152  -3.696  -7.008
N  0.031  -2.802  -5.877
C  -0.434  -3.027  -4.643
N  -1.130  -4.164  -4.464
S  -0.177  -1.932  -3.374
H  0.325  -3.257  -7.878
H  -1.210  -3.838  -7.236
H  0.312  -4.668  -6.827
H  0.525  -1.935  -5.998
H  -1.157  -4.887  -5.160
H  -1.360  -4.414  -3.517
N  0.959  0.273  -0.972
S  2.230  1.223  -1.008
C  2.191  2.159  -2.533
C  1.057  2.123  -3.323
C  1.011  2.912  -4.466
C  2.082  3.731  -4.793
C  3.213  3.761  -3.983
C  3.273  2.972  -2.846
C  3.663  0.213  -1.339
C  3.663  -0.667  -2.415
C  4.764  -1.487  -2.606
C  5.849  -1.414  -1.734
C  5.835  -0.526  -0.669
C  4.731  0.291  -0.462
H  0.928  -0.407  -1.726
H  0.226  1.490  -3.040
H  0.133  2.891  -5.101
H  2.038  4.351  -5.678
H  4.048  4.401  -4.238
H  4.153  2.988  -2.211
H  2.815  -0.712  -3.091
H  4.785  -2.176  -3.442
H  6.707  -2.055  -1.889
H  6.677  -0.475  0.008
H  4.694  0.975  0.379

It is *ii* that is the least stable of them.

*i*
Density functional theory data (ωB97M-V/def2-TZVPD) for one molecule with the formula C3H5N3S.

multiplicity: 1
E_LUMO: -0.66 eV
Kohn-Sham gap: 8.7 eV
SMILES: [H]/N=C\N=C\NC=S
net charge: 0

Positions of all 12 atoms, in Å:
H  -0.336  1.750  2.947
N  -1.245  1.854  2.472
C  -1.099  1.222  1.377
N  -0.015  0.403  1.042
C  -0.120  -0.024  -0.174
N  0.877  -0.821  -0.660
C  0.973  -1.373  -1.914
S  2.326  -2.025  -2.522
H  -1.955  1.250  0.656
H  -1.010  0.063  -0.816
H  1.609  -0.975  0.003
H  -0.005  -1.325  -2.412

*ii*
Density functional theory data (ωB97M-V/def2-TZVPD) for one molecule with the formula C3H5N3S.

multiplicity: 1
E_LUMO: 0.45 eV
Kohn-Sham gap: 9.3 eV
SMILES: Nn1cncc1S
net charge: 0

Positions of all 12 atoms, in Å:
N  0.153  1.790  -0.138
N  -0.281  0.474  -0.019
C  -1.605  0.094  -0.030
N  -1.762  -1.192  -0.067
C  -0.453  -1.658  -0.103
C  0.487  -0.640  -0.094
S  2.248  -0.607  -0.129
H  0.817  1.987  0.634
H  0.682  1.847  -1.010
H  -2.403  0.827  -0.008
H  -0.252  -2.719  -0.168
H  2.369  -0.203  1.131

It is *ii* that is the least stable of them.

*i*
Density functional theory data (ωB97M-V/def2-TZVPD) for C7H19N3 as an isolated structure.

multiplicity: 1
E_LUMO: 0.72 eV
Kohn-Sham gap: 8.9 eV
net charge: 0

Positions of all 29 atoms, in Å:
C  -1.887  0.114  -0.976
C  -0.233  -1.206  -2.237
C  0.430  0.002  -0.498
C  -0.594  1.076  1.675
C  0.236  2.478  -0.015
C  0.025  -2.040  1.001
C  2.262  -0.741  0.830
H  -2.614  -0.483  -0.085
H  -1.955  1.125  -0.367
H  -2.573  0.148  -1.854
H  -0.814  -2.163  -1.764
H  -0.876  -0.963  -3.293
H  0.832  -1.244  -2.537
H  1.305  0.290  -0.994
H  -1.697  0.638  1.711
H  0.130  0.587  2.537
H  -0.825  2.175  2.075
H  0.691  2.393  -1.143
H  -0.945  3.215  0.017
H  1.119  3.463  0.434
H  -1.026  -0.974  1.343
H  -0.346  -2.705  0.036
H  0.606  -2.807  1.939
H  2.894  -0.398  -0.146
H  3.012  -1.597  1.328
H  2.316  -0.008  1.749
N  -0.590  -0.193  -1.419
N  0.079  1.074  0.523
N  1.035  -1.259  0.131

*ii*
Density functional theory data (ωB97M-V/def2-TZVPD) for a 3-piece molecular cluster, C7H19N3 overall.

multiplicity: 1
E_LUMO (alpha / beta): 0.74 / 0.73 eV
Kohn-Sham gap (alpha / beta): 7.0 / 6.9 eV
net charge: 0

Positions of all 29 atoms, in Å:
C  -0.207  0.620  -0.971
C  -0.887  0.029  0.121
C  1.540  -0.487  0.076
C  -1.495  -1.345  0.054
C  -0.881  0.614  1.506
C  1.559  -1.917  0.547
C  2.240  0.462  1.012
N  0.143  1.948  -0.974
N  -0.151  0.043  -2.229
N  -2.713  1.008  -0.535
H  1.933  -0.408  -0.937
H  0.093  2.444  -0.102
H  0.931  2.196  -1.553
H  -0.298  0.683  -2.996
H  -0.698  -0.793  -2.357
H  -2.511  1.961  -0.844
H  -2.988  0.530  -1.397
H  -1.002  -2.030  0.742
H  -0.448  -0.095  2.214
H  -2.538  -1.256  0.358
H  -1.473  -1.791  -0.939
H  -1.916  0.806  1.787
H  -0.328  1.548  1.596
H  2.593  -2.274  0.667
H  3.314  0.229  1.071
H  1.090  -2.030  1.529
H  1.074  -2.592  -0.160
H  2.169  1.502  0.686
H  1.854  0.393  2.032

It is *i* that is the least stable of them.

*i*
Density functional theory data (ωB97M-V/def2-TZVPD) for a 2-piece molecular cluster, C2H6O2 overall.

multiplicity: 2
E_LUMO (alpha / beta): -6.96 / -10.22 eV
expectation value of S²: 0.760
Kohn-Sham gap (alpha / beta): 9.3 / 5.4 eV
net charge: +1

Positions of all 10 atoms, in Å:
C  1.052  0.482  0.818
O  1.047  -0.914  0.250
H  2.062  0.985  1.020
H  0.404  0.555  1.754
H  0.648  1.189  0.058
H  1.883  -1.316  0.543
O  -1.563  0.130  -0.042
C  -0.942  0.253  -1.100
H  -0.462  -0.635  -1.464
H  -1.061  1.077  -1.889

*ii*
Density functional theory data (ωB97M-V/def2-TZVPD) for a 2-piece molecular cluster, C2H6O2 overall.

multiplicity: 2
E_LUMO (alpha / beta): -5.26 / -9.09 eV
expectation value of S²: 0.756
Kohn-Sham gap (alpha / beta): 8.2 / 4.3 eV
net charge: +1

Positions of all 10 atoms, in Å:
C  -0.832  -2.130  -1.536
C  -1.078  -2.209  -0.180
O  -0.596  -1.294  0.596
H  -1.205  -2.880  -2.217
H  -0.311  -1.299  -1.999
H  -1.671  -2.997  0.266
H  -0.527  -1.636  1.507
H  1.748  4.296  1.697
H  2.079  5.268  0.525
O  2.393  4.881  1.340

It is *i* that is the least stable of them.

*i*
Density functional theory data (ωB97M-V/def2-TZVPD) for C25H31N5OsP as an isolated structure.

multiplicity: 5
E_LUMO (alpha / beta): -9.03 / -12.86 eV
expectation value of S²: 6.040
Kohn-Sham gap (alpha / beta): 7.7 / 4.0 eV
net charge: +3

Positions of all 63 atoms, in Å:
Os  -0.404  0.253  -0.776
C  -0.432  4.358  -4.678
N  -1.070  3.433  -3.764
C  -2.496  3.673  -3.600
C  -0.474  2.407  -3.135
N  -1.072  1.716  -2.184
N  0.806  2.083  -3.543
C  1.665  1.086  -3.140
N  2.744  0.927  -3.912
N  1.465  0.382  -2.069
H  -0.896  4.285  -5.664
H  0.641  4.220  -4.771
H  -0.587  5.377  -4.314
H  -2.789  4.510  -4.231
H  -2.756  3.944  -2.574
H  -3.076  2.802  -3.916
H  -2.020  2.054  -2.015
H  1.130  2.573  -4.369
H  2.923  1.478  -4.737
H  3.399  0.185  -3.718
H  2.186  -0.318  -1.919
C  -2.365  1.007  1.986
C  -1.422  0.608  3.069
C  -1.621  1.109  4.358
C  -0.807  0.721  5.407
C  0.231  -0.178  5.190
C  0.474  -0.657  3.910
C  -0.346  -0.270  2.850
P  -0.026  -0.950  1.196
C  1.733  -1.415  1.109
C  2.123  -2.749  0.955
C  3.468  -3.066  0.888
C  4.419  -2.051  0.929
C  4.033  -0.725  1.066
C  2.688  -0.379  1.133
C  2.293  1.056  1.265
C  -1.089  -2.410  1.021
C  -1.389  -3.291  2.050
C  -2.317  -4.303  1.835
C  -2.972  -4.393  0.612
C  -2.688  -3.504  -0.412
C  -1.736  -2.498  -0.231
C  -1.368  -1.563  -1.324
H  -2.829  1.959  2.230
H  -3.162  0.268  1.880
H  -1.859  1.100  0.995
H  -2.428  1.806  4.536
H  -0.979  1.120  6.395
H  0.860  -0.492  6.011
H  1.303  -1.325  3.735
H  1.377  -3.532  0.923
H  3.775  -4.098  0.801
H  5.466  -2.296  0.819
H  4.788  0.048  1.106
H  3.078  1.703  0.884
H  2.144  1.308  2.316
H  1.355  1.285  0.723
H  -0.908  -3.198  3.012
H  -2.524  -5.015  2.620
H  -3.701  -5.172  0.459
H  -3.188  -3.614  -1.362
H  -2.226  -1.384  -1.987
H  -0.545  -1.995  -1.931

*ii*
Density functional theory data (ωB97M-V/def2-TZVPD) for C25H31N5OsP as an isolated structure.

multiplicity: 5
E_LUMO (alpha / beta): -8.61 / -12.34 eV
expectation value of S²: 6.036
Kohn-Sham gap (alpha / beta): 8.0 / 4.4 eV
net charge: +3

Positions of all 63 atoms, in Å:
Os  0.945  0.008  0.221
C  6.220  1.634  0.652
N  5.203  0.575  0.551
C  5.674  -0.811  0.410
C  3.907  0.844  0.532
N  2.979  -0.075  0.298
N  3.553  2.160  0.762
C  2.310  2.742  0.855
N  2.332  4.047  1.133
N  1.198  2.072  0.677
H  7.193  1.185  0.488
H  6.224  2.084  1.647
H  6.079  2.387  -0.125
H  6.687  -0.864  0.795
H  5.674  -1.123  -0.635
H  5.069  -1.485  1.015
H  3.386  -0.980  0.099
H  4.330  2.783  0.917
H  3.184  4.559  1.296
H  1.475  4.569  1.218
H  0.392  2.676  0.772
C  -2.196  -0.102  2.967
C  -3.227  0.265  1.977
C  -4.517  0.689  2.427
C  -5.512  0.969  1.538
C  -5.251  0.838  0.157
C  -3.967  0.446  -0.317
C  -2.960  0.172  0.562
P  -1.360  -0.472  -0.062
C  -1.200  -0.035  -1.815
C  -0.956  -1.085  -2.717
C  -0.732  -0.821  -4.053
C  -0.750  0.495  -4.502
C  -0.992  1.536  -3.618
C  -1.222  1.302  -2.267
C  -1.539  2.473  -1.375
C  -1.515  -2.235  0.161
C  -2.717  -2.938  0.263
C  -2.684  -4.299  0.510
C  -1.460  -4.944  0.662
C  -0.269  -4.243  0.553
C  -0.279  -2.876  0.298
C  0.983  -2.081  0.107
H  -2.563  -0.076  3.989
H  -1.343  0.584  2.877
H  -1.799  -1.100  2.746
H  -4.685  0.764  3.494
H  -6.495  1.276  1.872
H  -6.041  1.033  -0.559
H  -3.814  0.365  -1.386
H  -0.965  -2.110  -2.364
H  -0.555  -1.634  -4.744
H  -0.582  0.712  -5.548
H  -1.015  2.554  -3.988
H  -0.908  3.326  -1.625
H  -1.416  2.247  -0.314
H  -2.573  2.799  -1.510
H  -3.672  -2.440  0.150
H  -3.607  -4.858  0.591
H  -1.437  -6.006  0.867
H  0.674  -4.764  0.664
H  1.311  -2.198  -0.945
H  1.795  -2.515  0.700

It is *i* that is the least stable of them.